{
  "formula": "C37H74Cl10O64S16",
  "method": "ωB97M-V/def2-TZVPD",
  "symbols": ["C", "C", "O", "S", "O", "O", "O", "H", "H", "H", "H", "C", "C", "O", "S", "O", "O", "O", "H", "H", "H", "H", "C", "C", "O", "S", "O", "O", "O", "H", "H", "H", "H", "C", "C", "O", "S", "O", "O", "O", "H", "H", "H", "H", "C", "C", "O", "S", "O", "O", "O", "H", "H", "H", "H", "C", "C", "O", "S", "O", "O", "O", "H", "H", "H", "H", "C", "C", "O", "S", "O", "O", "O", "H", "H", "H", "H", "C", "C", "O", "S", "O", "O", "O", "H", "H", "H", "H", "C", "C", "O", "S", "O", "O", "O", "H", "H", "H", "H", "C", "C", "O", "S", "O", "O", "O", "H", "H", "H", "H", "C", "C", "O", "S", "O", "O", "O", "H", "H", "H", "H", "C", "C", "O", "S", "O", "O", "O", "H", "H", "H", "H", "C", "C", "O", "S", "O", "O", "O", "H", "H", "H", "H", "C", "C", "O", "S", "O", "O", "O", "H", "H", "H", "H", "C", "C", "O", "S", "O", "O", "O", "H", "H", "H", "H", "C", "C", "O", "S", "O", "O", "O", "H", "H", "H", "H", "C", "Cl", "Cl", "H", "H", "C", "Cl", "Cl", "H", "H", "C", "Cl", "Cl", "H", "H", "C", "Cl", "Cl", "H", "H", "C", "Cl", "Cl", "H", "H"],
  "xyz": [[3.15, 7.21, 2.01], [4.57, 6.94, 1.56], [4.60, 5.60, 1.13], [3.14, 5.12, 0.51], [2.63, 3.97, 1.20], [3.10, 5.23, -0.94], [2.38, 6.48, 1.10], [2.78, 8.23, 1.92], [3.06, 6.76, 3.00], [5.38, 7.18, 2.25], [4.72, 7.56, 0.68], [4.88, -0.42, 1.78], [6.04, -1.18, 1.06], [6.95, -1.68, 2.05], [6.59, -1.23, 3.56], [7.34, -0.03, 3.93], [6.51, -2.38, 4.46], [5.00, -0.85, 3.15], [3.91, -0.80, 1.45], [4.98, 0.66, 1.70], [6.58, -0.40, 0.52], [5.75, -2.03, 0.44], [-3.25, 3.87, 4.92], [-2.60, 3.87, 3.51], [-3.58, 3.44, 2.64], [-5.14, 3.63, 3.20], [-6.15, 2.66, 2.73], [-5.53, 5.07, 3.24], [-4.47, 3.19, 4.67], [-3.41, 4.91, 5.22], [-2.56, 3.38, 5.60], [-1.74, 3.20, 3.41], [-2.34, 4.87, 3.17], [-1.45, -3.08, 7.97], [-1.06, -3.36, 6.46], [-2.24, -3.84, 5.78], [-3.57, -3.83, 6.73], [-4.19, -5.16, 6.70], [-4.38, -2.62, 6.57], [-2.74, -3.66, 8.17], [-1.48, -2.02, 8.23], [-0.76, -3.57, 8.65], [-0.24, -4.06, 6.30], [-0.75, -2.42, 6.01], [3.53, -5.40, 0.91], [3.34, -6.38, 2.10], [2.57, -5.74, 3.10], [2.12, -4.20, 2.77], [2.95, -3.33, 3.59], [0.69, -4.04, 2.76], [2.73, -4.24, 1.21], [3.27, -5.65, -0.11], [4.56, -5.07, 0.78], [4.29, -6.66, 2.54], [2.79, -7.27, 1.76], [-6.36, 0.35, -4.91], [-5.03, -0.30, -5.34], [-4.33, -0.64, -4.21], [-4.93, 0.10, -2.81], [-4.45, 1.49, -2.67], [-4.92, -0.76, -1.65], [-6.40, 0.06, -3.57], [-7.19, -0.24, -5.32], [-6.34, 1.43, -5.07], [-4.42, 0.43, -5.88], [-5.16, -1.17, -5.98], [0.80, -0.38, 0.58], [-0.26, -1.37, 0.22], [-1.32, -0.71, -0.33], [-0.96, 0.79, -0.96], [-1.73, 1.79, -0.18], [-0.94, 0.78, -2.43], [0.58, 0.68, -0.35], [1.81, -0.76, 0.43], [0.78, 0.07, 1.57], [-0.63, -1.82, 1.14], [0.17, -2.16, -0.40], [1.60, 2.83, 7.96], [0.89, 2.76, 6.55], [-0.46, 2.46, 6.89], [-0.62, 1.63, 8.30], [-0.28, 0.26, 8.04], [-1.94, 1.88, 8.85], [0.61, 2.56, 8.94], [1.86, 3.88, 8.09], [2.51, 2.23, 7.96], [1.25, 1.86, 6.06], [0.83, 3.62, 5.88], [1.88, 1.29, -3.87], [1.04, 2.52, -4.08], [1.48, 3.12, -5.26], [2.48, 2.12, -6.21], [3.67, 2.81, -6.72], [1.68, 1.29, -7.14], [2.87, 1.35, -4.83], [1.31, 0.37, -3.90], [2.52, 1.29, -2.99], [1.22, 3.29, -3.34], [-0.03, 2.32, -4.02], [-4.34, -0.34, 3.08], [-3.38, 0.13, 1.89], [-2.39, 0.75, 2.66], [-2.02, -0.06, 4.03], [-1.76, 0.76, 5.18], [-0.98, -1.08, 3.84], [-3.53, -0.59, 4.19], [-4.98, -1.20, 2.90], [-5.00, 0.50, 3.32], [-3.74, 0.92, 1.24], [-2.98, -0.76, 1.41], [-2.59, -5.38, 2.69], [-2.58, -3.87, 2.57], [-2.47, -3.43, 1.33], [-2.30, -4.62, 0.26], [-0.85, -4.91, 0.02], [-3.12, -4.46, -0.97], [-2.85, -5.67, 1.38], [-3.27, -5.83, 3.42], [-1.58, -5.74, 2.92], [-1.76, -3.34, 3.06], [-3.52, -3.51, 3.00], [-1.25, 2.09, -6.99], [-2.08, 2.83, -7.95], [-2.94, 3.51, -7.12], [-2.64, 3.58, -5.51], [-3.87, 3.55, -4.74], [-1.62, 4.57, -5.27], [-1.89, 2.13, -5.69], [-0.29, 2.58, -6.84], [-0.87, 1.13, -7.33], [-2.61, 2.06, -8.51], [-1.62, 3.63, -8.54], [-2.93, -6.25, -6.54], [-1.48, -6.80, -6.86], [-0.83, -6.44, -5.65], [-1.73, -6.63, -4.31], [-1.47, -5.61, -3.32], [-1.75, -8.08, -3.94], [-3.03, -6.11, -5.16], [-3.70, -6.94, -6.87], [-2.87, -5.28, -7.04], [-0.99, -6.37, -7.73], [-1.45, -7.88, -6.99], [6.21, 2.98, -1.67], [5.51, 2.88, -3.03], [5.17, 1.55, -3.28], [5.27, 0.71, -1.88], [5.74, -0.64, -2.06], [4.08, 0.85, -1.05], [6.48, 1.65, -1.27], [5.56, 3.57, -1.03], [7.13, 3.56, -1.75], [6.04, 3.38, -3.84], [4.55, 3.38, -2.97], [-1.98, -2.77, -5.45], [-0.99, -1.94, -4.64], [0.19, -1.76, -5.40], [0.10, -2.54, -6.87], [1.22, -3.45, -7.01], [-0.19, -1.56, -7.95], [-1.26, -3.43, -6.40], [-2.76, -2.14, -5.88], [-2.41, -3.51, -4.77], [-0.68, -2.67, -3.89], [-1.35, -1.06, -4.11], [-0.56, 5.34, -0.49], [-0.75, 6.71, 0.20], [-1.57, 7.50, -0.71], [-1.15, 7.15, -2.25], [0.07, 7.95, -2.49], [-2.27, 7.17, -3.20], [-0.68, 5.58, -1.89], [-1.41, 4.74, -0.16], [0.32, 4.78, -0.18], [0.23, 7.16, 0.36], [-1.19, 6.68, 1.19], [0.28, -7.63, -1.20], [1.40, -7.86, -2.56], [-0.97, -8.93, -1.02], [0.82, -7.43, -0.28], [-0.27, -6.70, -1.35], [-4.87, 5.22, -2.06], [-6.02, 6.47, -2.54], [-4.76, 4.88, -0.27], [-5.22, 4.29, -2.51], [-3.90, 5.38, -2.52], [4.72, 2.93, 3.74], [4.57, 4.51, 4.51], [3.76, 1.70, 4.53], [4.37, 3.05, 2.72], [5.78, 2.67, 3.72], [1.91, -4.03, -3.51], [3.50, -4.71, -3.24], [1.78, -2.68, -2.31], [2.02, -3.68, -4.54], [1.13, -4.75, -3.27], [3.14, -1.96, 6.43], [2.55, -2.75, 7.92], [1.75, -1.29, 5.55], [3.84, -1.20, 6.76], [3.54, -2.66, 5.69]],
  "lowdin_charge": [-0.18, -0.20, -0.21, 0.69, -0.23, -0.23, -0.22, 0.15, 0.11, 0.14, 0.13, -0.15, -0.14, -0.20, 0.72, -0.26, -0.25, -0.28, 0.12, 0.11, 0.11, 0.13, -0.15, -0.21, -0.26, 0.77, -0.24, -0.27, -0.21, 0.13, 0.11, 0.12, 0.12, -0.14, -0.15, -0.22, 0.73, -0.26, -0.25, -0.21, 0.11, 0.12, 0.12, 0.06, -0.14, -0.14, -0.19, 0.71, -0.28, -0.22, -0.23, 0.11, 0.12, 0.13, 0.12, -0.18, -0.22, -0.21, 0.77, -0.25, -0.21, -0.21, 0.14, 0.14, 0.12, 0.13, -0.15, -0.25, -0.19, 0.78, -0.24, -0.24, -0.21, 0.12, 0.14, 0.12, 0.07, -0.17, -0.16, -0.27, 0.71, -0.25, -0.22, -0.19, 0.13, 0.13, 0.07, 0.13, -0.18, -0.20, -0.19, 0.79, -0.24, -0.25, -0.22, 0.11, 0.11, 0.14, 0.10, -0.14, -0.13, -0.22, 0.68, -0.22, -0.28, -0.18, 0.14, 0.11, 0.13, 0.11, -0.16, -0.27, -0.19, 0.77, -0.28, -0.23, -0.18, 0.15, 0.13, 0.10, 0.14, -0.19, -0.19, -0.21, 0.72, -0.22, -0.22, -0.21, 0.09, 0.12, 0.14, 0.15, -0.17, -0.14, -0.23, 0.71, -0.24, -0.29, -0.20, 0.13, 0.11, 0.14, 0.12, -0.18, -0.18, -0.18, 0.70, -0.22, -0.25, -0.18, 0.11, 0.14, 0.14, 0.13, -0.22, -0.17, -0.21, 0.77, -0.24, -0.25, -0.19, 0.12, 0.13, 0.10, 0.12, -0.17, -0.14, -0.20, 0.74, -0.26, -0.24, -0.20, 0.11, 0.11, 0.10, 0.13, -0.99, 0.53, 0.53, 0.02, -0.03, -0.99, 0.53, 0.52, 0.00, 0.00, -1.02, 0.55, 0.60, -0.01, 0.04, -0.94, 0.53, 0.56, 0.01, 0.01, -0.95, 0.51, 0.57, 0.03, 0.00],
  "energy_ev": -469174.2806,
  "charge": 0,
  "homo_ev": -10.31,
  "homo_lumo_gap_ev": 10.043
}